Computed, not measured: 6 unconnected molecules or ions with the total composition C25H38FIN4O21S5 in a non-equilibrium geometry, with wB97M-V/def2-TZVPD.

Computed properties:
HOMO	-8.2	eV
HOMO-LUMO gap	7.31	eV
F_max	6.1	eV/A
SMILES	CCc1c([C@H](C)F)c(N)c2nc(CCC(N)=O)cnc2c1I.O=S1(=O)OCCO1.O=S1(=O)OCCO1.O=S1(=O)OCCO1.O=S1(=O)OCCO1.O=S1(=O)OCCO1

The geometry in XYZ format:
```
95
Properties=species:S:1:pos:R:3:forces:R:3
C -0.218085 -1.671575 1.307043 -0.455 0.448 0.677
C 0.005515 -0.128558 0.809491 0.166 -0.617 0.249
C -0.358150 0.829804 2.031961 -2.461 1.847 1.285
C 0.725389 1.587431 2.921668 -3.695 0.894 0.979
C 2.258253 1.347905 2.554676 -0.703 -0.963 0.275
C 3.260434 1.305411 3.801257 0.613 1.662 -0.459
F 2.622780 2.344887 1.550606 -0.226 -1.341 1.740
C 0.193812 2.516584 4.039360 -0.077 -1.434 -1.981
N 1.143751 3.301260 4.891585 -1.306 -1.169 -1.147
C -1.347903 2.738257 4.340723 0.410 -0.775 -0.603
N -1.697607 3.622539 5.416140 -4.096 -2.025 -2.044
C -3.104250 3.713217 5.604910 0.960 -0.647 -1.806
C -3.640372 4.657812 6.792455 1.071 -1.351 -0.308
C -3.516501 3.772611 8.151848 -0.341 -0.496 -0.689
C -4.789171 2.821788 8.315796 -2.105 -0.022 2.460
N -5.071130 1.682961 7.443233 1.417 1.264 1.631
O -5.611534 3.067036 9.244690 2.498 -0.587 -3.001
C -4.126166 2.968076 4.702747 1.194 -0.510 -0.676
N -3.829329 2.087542 3.624615 3.169 3.289 4.083
C -2.402363 1.988614 3.497352 1.402 -0.897 -1.353
C -1.856977 1.045171 2.345071 3.057 1.143 1.154
I -3.362092 0.018723 1.103699 1.045 0.919 1.053
H -0.427406 -1.611401 2.444673 0.326 -0.366 -1.834
H -1.159134 -2.126794 0.815682 1.727 0.634 0.744
H 0.700717 -2.328911 1.154319 -1.295 0.918 0.021
H 1.086976 -0.029932 0.429666 -1.979 0.243 1.001
H -0.663357 0.038660 -0.120105 0.947 0.095 1.763
H 2.343031 0.317602 2.036147 -0.288 1.869 0.623
H 4.198607 0.672512 3.582922 -1.720 0.776 0.351
H 2.755798 1.028524 4.789652 0.680 -0.008 -1.645
H 3.659218 2.381155 3.949583 -0.651 -1.788 -0.232
H 1.805252 3.810651 4.292136 -0.279 -0.634 0.438
H 1.618443 2.646096 5.527102 -0.115 0.667 -0.519
H -2.893629 5.516232 6.891665 -1.257 -1.052 -0.277
H -4.716313 5.007765 6.586713 1.766 -0.479 0.400
H -3.426430 4.419124 9.086401 -0.473 -0.924 -1.334
H -2.563796 3.143815 8.073495 -1.283 0.857 0.042
H -5.714578 1.035392 7.931088 0.508 0.723 -0.428
H -4.200707 1.207224 7.168293 -0.662 0.287 -0.079
H -5.243262 3.139680 4.932205 2.023 -0.364 -0.464
O 2.634162 -0.724131 -0.579319 0.269 -1.184 -0.402
S 2.351490 -1.875631 -1.390453 0.022 0.093 -0.826
O 2.212466 -3.193841 -0.847418 0.058 1.033 0.003
O 3.430839 -1.923675 -2.599112 -0.543 0.412 1.035
C 2.744825 -1.888106 -3.854993 -0.461 -0.329 -0.329
C 1.457495 -1.126192 -3.587547 0.421 0.516 -0.565
O 1.040608 -1.549740 -2.287867 0.657 -0.673 0.718
H 2.538937 -2.915185 -4.158921 0.030 0.185 0.092
H 3.360866 -1.403235 -4.612123 0.067 -0.029 0.283
H 0.687007 -1.338127 -4.326947 0.013 -0.061 0.293
H 1.637452 -0.048041 -3.550012 -0.055 -0.064 -0.093
O -0.647414 0.188641 -5.348502 -0.792 0.526 -0.439
S -2.002540 0.538748 -5.663557 -0.504 -0.233 0.120
O -2.372172 1.193935 -6.880851 0.581 -0.566 0.793
O -2.608255 1.382494 -4.415544 0.539 -0.487 -0.344
C -3.762107 0.716832 -3.904452 -0.626 -0.124 -0.009
C -3.541799 -0.758136 -4.206613 0.305 0.064 0.579
O -2.923036 -0.786226 -5.493219 0.595 2.787 1.796
H -4.639465 1.101256 -4.432406 0.012 -0.057 0.044
H -3.869859 0.907871 -2.835812 0.242 0.101 -0.116
H -4.473547 -1.324681 -4.216061 0.114 0.032 -0.291
H -2.849544 -1.208696 -3.488492 -0.105 0.032 0.066
O 2.615798 -3.207868 -6.321054 0.747 -0.272 -1.000
S 3.736412 -3.752794 -7.030679 0.119 -0.190 -0.201
O 4.572268 -2.964810 -7.883310 -0.728 -0.339 0.837
O 3.227932 -5.052343 -7.857946 0.023 0.602 0.710
C 3.971899 -6.201019 -7.449569 0.560 -0.328 -0.049
C 4.373311 -5.928452 -6.007896 -0.496 -0.445 0.168
O 4.680178 -4.534784 -5.966662 -0.196 0.402 -0.783
H 4.850602 -6.285072 -8.095153 -0.034 -0.036 0.061
H 3.364703 -7.101834 -7.545277 -0.122 0.254 -0.042
H 5.233146 -6.521290 -5.696041 0.048 0.297 -0.034
H 3.538837 -6.111291 -5.324412 0.053 -0.075 -0.046
O 7.748917 2.273114 5.028395 -0.913 -0.136 0.680
S 6.680464 2.469860 5.961757 0.190 0.043 -0.043
O 6.132154 1.409878 6.752181 0.577 0.659 -0.610
O 5.465722 3.223361 5.188997 0.893 -0.105 0.294
C 5.174416 4.457793 5.846063 -0.294 0.291 0.481
C 6.485233 4.894646 6.481861 0.059 0.429 -0.508
O 7.088778 3.690068 6.951668 -0.559 -0.692 -0.209
H 4.410693 4.267542 6.605687 0.037 0.069 -0.016
H 4.799026 5.190628 5.130661 0.096 -0.238 -0.099
H 6.335979 5.595862 7.302932 0.082 -0.273 0.075
H 7.154184 5.340739 5.740036 -0.092 0.042 0.028
O -4.199279 -2.238767 -9.295500 0.273 -0.295 1.041
S -4.065468 -2.727575 -7.955545 0.299 0.078 -0.369
O -3.158238 -2.154259 -7.003945 -1.184 -2.089 -2.835
O -3.806698 -4.330349 -8.023973 -0.466 0.603 -0.179
C -4.830032 -5.012376 -7.299498 -0.166 -0.150 0.502
C -6.053398 -4.112291 -7.386543 -0.211 -0.401 -0.464
O -5.543628 -2.782671 -7.283471 0.811 -0.081 0.169
H -4.496443 -5.126100 -6.263953 -0.067 -0.029 -0.031
H -5.010955 -5.997170 -7.731924 0.160 0.170 -0.119
H -6.773393 -4.310943 -6.592490 0.142 0.248 0.019
H -6.547263 -4.210455 -8.357736 0.006 -0.071 0.071
```
Forces are in eV/Å.

=====

Computed, not measured: a molecular structure, C25H38InN10O4PS2 in a non-equilibrium geometry, with wB97M-V/def2-TZVPD.

Computed properties:
HOMO (spin up / spin down)	-12.7 / -12.7	eV
total charge	+2
HOMO-LUMO gap (spin up / spin down)	7.78 / 7.78	eV
F_max	3.0	eV/A
ΔE to the lowest compared entry with this formula, charge and spin	5.9	kcal per mole

The geometry in XYZ format:
```
81
Properties=species:S:1:pos:R:3:forces:R:3
In -12.509211 -15.828819 -0.080670 0.105 0.262 -0.533
O -11.003131 -14.341430 -0.528446 -0.044 0.223 0.026
C -9.766165 -14.353566 -0.102684 1.259 -0.499 0.142
C -9.314530 -13.635758 1.033799 -0.842 0.008 -0.749
C -8.025760 -13.757236 1.525783 -0.499 -0.375 -0.598
C -7.114796 -14.656471 0.949625 -0.219 -0.089 -0.580
C -7.509401 -15.352202 -0.209762 1.561 1.852 1.852
C -8.743482 -15.131583 -0.774734 -2.171 -1.242 -0.915
C -9.119024 -15.971299 -1.909742 -0.218 0.892 -0.315
N -10.167637 -15.769290 -2.660509 0.144 -0.714 0.142
C -10.712410 -16.756135 -3.606760 0.573 0.125 0.238
C -11.993804 -17.397863 -3.017383 1.168 0.314 0.027
N -11.838053 -17.491502 -1.572686 0.133 0.243 0.416
C -11.558189 -18.636423 -1.080261 -0.504 -1.347 0.674
C -11.250732 -19.056096 0.294413 0.494 0.842 0.082
C -11.153817 -20.443674 0.589635 -0.581 -0.051 -0.227
C -10.865509 -20.909132 1.858621 -0.036 0.086 -0.442
C -10.524234 -19.970745 2.811860 -0.216 -1.013 1.013
C -10.538048 -18.637359 2.564051 -0.421 1.114 -0.291
C -10.954933 -18.116781 1.327977 -0.346 0.162 -0.231
O -11.139500 -16.784103 1.217173 0.099 -0.935 0.083
H -10.039553 -12.922874 1.428306 0.470 -0.183 0.063
H -7.780529 -13.105940 2.343034 0.458 0.024 0.315
H -6.090491 -14.729147 1.325910 -0.462 -0.078 -0.151
H -6.718367 -15.841856 -0.726533 0.179 -0.848 -0.431
H -8.501470 -16.812559 -2.250955 -0.008 0.292 0.477
H -9.937511 -17.486674 -3.811850 0.135 -0.212 0.121
H -10.921740 -16.245764 -4.539148 -0.183 0.080 -0.126
H -12.162428 -18.367479 -3.484726 -0.091 -0.019 -0.007
H -12.757687 -16.699379 -3.262205 -1.040 0.227 0.084
H -11.660767 -19.502037 -1.733397 0.326 -0.104 -0.348
H -11.427660 -21.150781 -0.187637 0.101 0.060 -0.058
H -10.922764 -21.932909 2.223727 0.038 0.035 -0.809
H -10.371665 -20.388829 3.807424 0.303 0.559 -0.048
H -10.393951 -17.931220 3.356088 0.318 0.273 0.365
C -9.658016 -12.879734 4.786332 -0.426 -2.662 -0.790
C -10.796448 -12.803958 3.839073 -0.834 1.766 -1.208
N -11.178688 -11.700372 3.210567 0.127 -0.734 -0.257
N -12.142003 -12.102341 2.310105 0.848 -0.976 1.596
C -12.421274 -13.417873 2.424011 0.192 1.471 -0.007
S -13.654554 -14.302856 1.654039 -0.175 -0.160 -0.058
N -11.573359 -13.825110 3.388654 -0.365 -0.641 -0.378
N -11.542718 -15.156340 3.745042 0.841 -0.944 0.198
H -9.062221 -12.042481 4.616597 0.901 1.545 0.075
H -9.024518 -13.780515 4.493463 -0.781 0.938 0.602
H -10.009834 -12.959788 5.805530 0.186 0.000 0.310
H -12.524476 -11.436630 1.673035 -0.337 0.209 -0.347
H -10.916979 -15.229541 4.544178 -0.171 -0.110 0.005
H -11.110240 -15.675559 2.958396 -0.265 0.054 0.268
N -11.739970 -13.453073 -3.820266 0.882 -0.415 0.461
C -13.146609 -13.213729 -3.904017 -0.613 -0.365 -0.083
P -13.873299 -13.508190 -2.245116 -0.547 -0.466 -0.976
O -13.722157 -12.340483 -1.319293 0.374 0.043 0.289
O -13.540950 -14.953960 -1.881044 0.273 0.591 0.442
C -15.726862 -13.445927 -2.518840 0.930 -0.217 -0.532
N -16.202268 -12.236931 -1.834396 0.070 0.624 0.400
H -10.801810 -15.001681 -2.447921 0.077 0.258 0.081
H -11.313794 -12.821627 -3.171342 0.271 0.452 0.518
H -11.268417 -13.286910 -4.684662 0.152 0.016 -0.724
H -13.556972 -13.939584 -4.612790 -0.262 -0.123 0.235
H -13.410591 -12.241661 -4.311973 -0.222 0.445 0.225
H -16.114364 -14.354974 -2.116082 -0.591 -0.415 0.466
H -15.996530 -13.372278 -3.544482 -0.159 -0.188 -0.913
H -15.306917 -11.976062 -1.303988 -0.020 0.403 0.085
H -16.955817 -12.423296 -1.183386 -0.250 0.166 0.016
H -16.454879 -11.470017 -2.480056 0.050 -0.539 0.494
S -14.622370 -17.294850 -0.078893 -0.451 0.152 0.071
C -15.013796 -17.636837 1.567521 1.001 -0.318 0.401
N -16.264189 -17.801002 1.944810 -0.986 -0.314 0.270
C -16.622285 -18.208484 3.346927 0.119 0.614 -0.480
C -15.568246 -17.620339 4.325966 -0.250 -0.723 -0.687
C -14.183023 -18.084702 3.889146 -0.186 0.331 0.545
N -14.027238 -17.834237 2.451002 -0.509 0.114 0.356
H -16.982897 -17.702263 1.211926 0.617 -0.141 0.826
H -16.772366 -19.302716 3.389847 0.514 0.434 0.105
H -17.591141 -17.772895 3.559939 -0.163 0.135 -0.023
H -15.809854 -17.959643 5.339993 0.165 0.187 -0.225
H -15.552588 -16.528508 4.276964 -0.437 -0.077 0.073
H -14.056782 -19.146576 4.126716 0.192 0.134 -0.224
H -13.418913 -17.485764 4.428680 -0.320 -0.493 -0.428
H -13.126887 -17.504733 2.179654 0.560 -0.022 -0.333
```
Forces are in eV/Å.

=====

Short version: electronic energy = -5162.60657 -3151.51856 Ha, in the order given.